No. 1
C3H9N2 | the ωB97M-V functional and the def2-TZVPD basis

Structure (XYZ):
```
14
Properties=species:S:1:pos:R:3:forces:R:3
C -0.56590 -1.08608 -1.44250 1.8 -0.6 -1.5
C -0.84022 -0.45649 -0.23318 -0.2 1.5 1.0
C -1.41621 0.94282 -0.24628 -0.5 -0.3 0.8
N -1.99567 1.30906 1.02994 -0.4 -0.2 -0.9
N -0.57800 -0.98421 0.94126 0.0 -0.7 -1.3
H 0.11575 -1.92395 -1.62245 -0.5 -0.6 1.2
H -0.77043 -0.75925 -2.46214 -0.8 0.9 0.4
H -2.15032 0.97312 -1.05446 0.1 0.4 -0.1
H 21.90121 0.54097 -0.19405 -0.5 -0.5 -0.3
H -2.94853 1.64947 0.93282 0.3 0.0 0.3
H -0.59210 1.65903 -0.39006 0.0 -0.2 -0.8
H -0.17917 -1.91903 0.77752 0.1 0.0 0.5
H -1.88522 0.60928 1.73931 -0.1 -0.2 0.4
H 21.40940 0.04864 -0.51131 0.5 0.5 0.3
```
Forces are in eV/Å.

Output
HOMO: -13.96 eV
energy above the lowest of the compared OMol25 structures with the same formula, charge and spin: 141.1 kcal per mole
total charge: +1
E: -228.76187 hartree

=====

No. 2
C3H9N2 | the ωB97M-V functional and the def2-TZVPD basis

Structure (XYZ):
```
14
Properties=species:S:1:pos:R:3:forces:R:3
C 1.47078 0.80703 -0.27591 -0.5 -2.9 -2.6
C 0.42910 0.00097 0.44222 -2.7 -0.2 -0.2
N 0.09248 -1.33661 0.03222 1.6 0.8 -3.8
C -1.18563 0.79519 0.39774 3.0 -1.5 -0.2
N -1.89589 -0.01598 -0.24875 -0.2 -0.8 -1.1
H 1.11420 0.77219 -1.38197 1.4 0.9 1.6
H 1.58914 1.69985 0.22273 -0.5 2.7 0.4
H 2.49595 0.41625 -0.10045 -0.7 -0.6 -0.7
H 0.72632 -0.12758 1.41016 0.2 0.5 3.1
H 0.03011 -2.12601 0.62228 0.1 -0.3 1.3
H 0.60655 -1.60544 -0.81855 -0.2 0.0 0.6
H -1.34028 1.78836 0.84934 -0.6 -0.7 -0.3
H -2.85270 -0.20187 -0.50529 -0.7 1.4 0.3
H -1.28012 -0.86634 -0.64577 -0.3 0.8 1.6
```
Forces are in eV/Å.

Output
HOMO: -15.27 eV
energy above the lowest of the compared OMol25 structures with the same formula, charge and spin: 58.8 kcal per mole
total charge: +1
E: -228.89304 hartree

=====

No. 3
C3H9N2 | the ωB97M-V functional and the def2-TZVPD basis

Structure (XYZ):
```
14
Properties=species:S:1:pos:R:3:forces:R:3
C -0.31313 0.78856 1.57178 -0.4 0.4 0.4
N -0.25728 0.38484 0.37637 1.0 -0.3 0.0
C -0.13865 1.31867 -0.75554 -0.5 0.0 0.3
C -0.08823 -1.08533 0.11236 0.7 -0.2 -0.2
N 0.68139 -1.29089 -1.09594 -1.2 0.6 0.3
H -0.30608 0.09706 2.40177 0.0 -0.2 0.0
H -0.41294 1.84348 1.78822 0.0 0.1 -0.1
H 0.81782 1.14716 -1.22653 0.0 0.0 -0.3
H -0.97387 1.13696 -1.41989 0.1 -0.1 -0.4
H -0.19097 2.32591 -0.36523 0.0 0.2 0.0
H -1.10199 -1.47663 0.04614 0.1 -0.3 -0.2
H 0.44976 -1.50861 0.96949 -0.5 0.3 0.3
H 1.59372 -0.87124 -1.01819 0.4 -0.5 0.0
H 0.71320 -2.27446 -1.31582 0.2 0.0 -0.2
```
Forces are in eV/Å.

Output
HOMO: -14.40 eV
energy above the lowest of the compared OMol25 structures with the same formula, charge and spin: 33.0 kcal per mole
total charge: +1
E: -228.93419 hartree

=====

> HOMO of number 1 (C3H9N2)?

-13.96 eV

=====

> What is the HOMO in the first record?

-13.96 eV

=====

Repeat the second record exactly.
C3H9N2 | the ωB97M-V functional and the def2-TZVPD basis

Structure (XYZ):
```
14
Properties=species:S:1:pos:R:3:forces:R:3
C 1.47078 0.80703 -0.27591 -0.5 -2.9 -2.6
C 0.42910 0.00097 0.44222 -2.7 -0.2 -0.2
N 0.09248 -1.33661 0.03222 1.6 0.8 -3.8
C -1.18563 0.79519 0.39774 3.0 -1.5 -0.2
N -1.89589 -0.01598 -0.24875 -0.2 -0.8 -1.1
H 1.11420 0.77219 -1.38197 1.4 0.9 1.6
H 1.58914 1.69985 0.22273 -0.5 2.7 0.4
H 2.49595 0.41625 -0.10045 -0.7 -0.6 -0.7
H 0.72632 -0.12758 1.41016 0.2 0.5 3.1
H 0.03011 -2.12601 0.62228 0.1 -0.3 1.3
H 0.60655 -1.60544 -0.81855 -0.2 0.0 0.6
H -1.34028 1.78836 0.84934 -0.6 -0.7 -0.3
H -2.85270 -0.20187 -0.50529 -0.7 1.4 0.3
H -1.28012 -0.86634 -0.64577 -0.3 0.8 1.6
```
Forces are in eV/Å.

Output
HOMO: -15.27 eV
energy above the lowest of the compared OMol25 structures with the same formula, charge and spin: 58.8 kcal per mole
total charge: +1
E: -228.89304 hartree

=====

> Which value of total charge does entry 3 give?

+1